1.
The following is a quantum chemistry calculation of C33H34Cl7N4RbSSi as an isolated structure, from the Open Molecules 2025 dataset.

Geometry as XYZ:
```
81
Properties=species:S:1:pos:R:3:forces:R:3:lowdin_charge:R:1
Rb 1.4196 0.2242 0.5760 -0.195 0.201 -0.259 0.50
C -2.4624 4.0427 1.6121 0.046 -0.020 -0.021 -0.02
C -1.1717 3.3252 1.3029 -0.097 -0.037 0.242 -0.25
N -0.7344 2.3617 2.0225 -0.029 -0.206 -0.126 0.10
N -1.5191 1.9268 3.0341 0.011 0.207 0.050 -0.02
C -1.2206 0.8160 3.7751 0.112 -0.090 -0.115 -0.91
N -2.3245 0.3848 4.4738 -0.093 -0.083 -0.081 0.09
S 0.2521 0.0907 3.8901 0.001 0.144 0.109 0.62
C -0.3577 3.6936 0.1115 0.166 0.086 -0.178 -0.23
C -0.7389 4.6988 -0.7724 -0.075 0.006 0.090 -0.03
C 0.0281 4.9244 -1.9076 0.043 0.003 -0.037 -0.07
C 1.1362 4.1399 -2.1406 0.014 0.013 -0.013 -0.06
C 1.4496 3.1586 -1.2036 0.044 0.091 0.064 -0.13
N 0.7426 2.9662 -0.1001 -0.079 0.008 -0.085 0.05
H -3.3046 3.3484 1.6719 0.004 -0.053 -0.036 0.07
H -2.7174 4.7815 0.8620 -0.003 0.012 0.009 0.06
H -2.3851 4.5539 2.5755 -0.002 -0.006 0.026 0.09
H -2.4528 2.2987 3.1400 -0.049 -0.043 -0.049 0.12
H -3.1856 0.3766 3.9322 0.032 -0.020 0.056 0.07
H -2.1443 -0.5055 4.9131 -0.028 0.012 0.015 0.08
H -1.6207 5.2993 -0.6074 -0.002 -0.001 0.008 0.09
H -0.2582 5.6984 -2.6093 -0.007 0.000 0.000 0.10
H 1.7386 4.2510 -3.0305 -0.007 -0.006 0.010 0.10
H 2.3023 2.5062 -1.3560 0.013 -0.052 0.004 0.10
C -6.0848 -0.7012 2.8596 0.016 -0.014 -0.022 -0.14
C -5.6673 0.4166 2.1489 0.019 -0.027 -0.009 -0.12
C -4.4474 0.4045 1.4850 0.044 0.031 -0.005 -0.08
C -3.5918 -0.7083 1.5079 -0.011 0.015 0.087 -0.22
C -4.0497 -1.8389 2.2076 -0.008 0.071 -0.013 -0.03
C -5.2679 -1.8297 2.8685 0.008 0.032 -0.015 -0.10
C -2.2535 -0.6005 0.8930 -0.054 -0.171 -0.038 -0.16
C -1.3245 -1.5439 0.7058 -0.042 0.013 0.074 -0.08
C -1.3674 -2.9391 0.9333 0.079 -0.024 0.127 -0.32
C -0.8968 -3.5352 2.1378 0.028 0.066 -0.078 -0.10
C -0.8256 -4.9073 2.2863 -0.039 -0.005 -0.023 -0.13
C -1.2214 -5.7720 1.2648 0.009 0.002 0.023 -0.16
C -1.6837 -5.2092 0.0762 0.029 0.059 -0.010 -0.14
C -1.7451 -3.8378 -0.0990 -0.066 -0.062 0.016 -0.07
H -7.0320 -0.7005 3.3850 -0.002 0.001 0.002 0.08
H -6.2979 1.2982 2.1045 0.002 0.008 -0.003 0.09
H -4.1330 1.2691 0.9071 -0.009 0.023 0.036 0.09
H -3.4253 -2.7192 2.2431 0.030 -0.043 -0.001 0.10
H -5.5844 -2.7161 3.4071 0.007 -0.003 -0.001 0.09
H -2.0377 0.4214 0.5747 0.018 0.125 -0.042 0.06
H -0.5586 -2.8842 2.9369 -0.002 0.001 -0.005 0.09
H -0.4447 -5.3145 3.2177 -0.001 0.002 -0.005 0.09
H -1.1544 -6.8458 1.3860 0.006 0.000 -0.004 0.07
H -1.9872 -5.8543 -0.7422 0.000 -0.008 -0.001 0.09
H -2.0691 -3.4247 -1.0468 -0.006 0.008 0.003 0.11
C 1.3544 1.9410 -4.8385 -0.042 -0.027 0.009 -0.22
Si 0.8859 0.1688 -4.2961 0.033 -0.123 -0.025 0.30
C -0.5075 -0.2305 -5.5697 0.025 0.018 0.016 -0.24
C 2.3131 -0.9430 -4.8809 -0.011 0.016 0.006 -0.21
C 0.5964 -0.0242 -2.5532 0.046 0.238 0.067 -0.33
H 1.4488 2.0022 -5.9281 0.016 0.020 0.005 0.01
H 2.3028 2.2480 -4.3882 -0.007 -0.008 0.008 0.01
H 0.5813 2.6522 -4.5286 0.013 -0.011 -0.017 0.00
H -0.1899 -0.0624 -6.6071 -0.017 -0.006 0.007 0.00
H -1.3897 0.3893 -5.3768 0.008 0.005 -0.001 0.00
H -0.8195 -1.2745 -5.4689 0.008 0.001 0.003 0.00
H 2.4429 -0.9070 -5.9680 0.006 0.001 0.007 0.01
H 2.1130 -1.9819 -4.6006 -0.003 0.003 -0.009 0.01
H 3.2537 -0.6526 -4.4067 -0.009 0.002 0.001 -0.01
H 0.6579 -1.0398 -2.1519 -0.057 -0.010 -0.035 -0.09
H -0.2140 0.5420 -2.0810 -0.038 -0.044 -0.037 -0.08
Cl 2.3369 -2.6590 1.0810 0.337 -0.455 0.183 0.50
C 2.0058 -4.0422 0.0433 -0.168 0.018 -0.020 -0.96
Cl 3.0098 -5.4546 0.4632 0.000 0.022 -0.005 0.48
H 2.2323 -3.7638 -0.9785 -0.001 0.009 0.002 0.03
H 0.9666 -4.3230 0.1725 -0.036 -0.009 0.002 0.00
Cl 3.9406 0.5980 3.0874 -0.042 -0.010 0.021 0.56
C 5.1064 0.6588 1.7457 0.056 -0.026 0.082 -0.72
C 4.6158 0.5889 0.4632 0.047 0.085 0.006 -0.20
C 5.5852 0.6490 -0.5188 -0.006 0.034 0.069 -0.73
Cl 5.0656 0.6008 -2.2033 -0.016 0.000 -0.062 0.60
C 6.9509 0.7617 -0.2674 -0.023 -0.002 -0.012 -0.72
Cl 8.1239 0.8304 -1.5512 -0.001 0.001 -0.003 0.60
C 7.3869 0.8255 1.0551 0.016 0.001 0.029 -0.72
Cl 9.0787 0.9706 1.4155 -0.006 -0.002 -0.005 0.60
C 6.4521 0.7760 2.0864 0.000 -0.004 -0.095 -0.72
Cl 6.9932 0.8654 3.7362 -0.001 0.000 0.025 0.60
```
Forces are in eV/Å.

total charge: -2
E_tot: -147757.3741 eV
relative energy (zero: lowest compared OMol25 entry of this formula, charge and spin): 0.0 kcal per mole
LUMO: 3.46 eV

***

2.
The following is a quantum chemistry calculation of a 2-piece molecular cluster, C2HCl3FN overall, from the Open Molecules 2025 dataset.

Geometry as XYZ:
```
8
Properties=species:S:1:pos:R:3:forces:R:3:nbo_charge:R:1
C 1.7115 -0.9286 0.1667 -1.820 -2.309 -0.125 0.16
C 2.7983 -0.0844 0.0423 3.265 0.985 -0.529 -0.19
N 0.8364 -1.6613 0.2436 -0.270 -0.143 0.106 -0.18
F 0.0744 1.4708 -0.6254 -0.040 0.166 0.275 -0.56
Cl 2.7119 1.0747 1.3090 -0.145 1.293 1.150 0.08
Cl 4.4071 -0.9804 0.3218 -1.182 0.292 -0.532 0.03
Cl 2.7805 0.7272 -1.5215 0.393 -0.270 -0.175 0.10
H 0.5663 1.7989 0.0935 -0.201 -0.015 -0.169 0.55
```
Forces are in eV/Å.

E_tot: -43863.7282 eV
relative energy (zero: lowest compared OMol25 entry of this formula, charge and spin): 10.6 kcal per mole
LUMO: -0.37 eV
SMILES string: N#CC(Cl)(Cl)Cl.F

***

3.
The following is a quantum chemistry calculation of a 4-piece molecular cluster, H8O4 overall, from the Open Molecules 2025 dataset.

Geometry as XYZ:
```
12
Properties=species:S:1:pos:R:3:forces:R:3:nbo_charge:R:1
O 1.4681 0.5750 0.4266 -0.857 11.146 2.202 -0.94
H 1.5775 -0.2352 0.3232 2.391 -11.562 -2.334 0.45
H 0.8072 0.4779 1.1241 -0.521 0.766 0.346 0.49
O 0.1036 -1.2348 -0.9873 -0.856 -0.881 -1.270 -0.97
H -0.5957 -1.4794 -1.6325 0.645 -0.109 0.595 0.48
H 0.3228 -0.3500 -1.3069 -0.096 0.330 0.201 0.51
O -0.6342 1.3636 -1.0267 3.043 1.108 -1.069 -0.97
H 0.2457 1.5604 -0.5615 -1.003 -0.445 -1.477 0.49
H -1.1162 1.3709 -0.2462 -2.366 -0.172 2.144 0.47
O -0.7672 -0.3672 1.3580 -1.060 3.575 -1.211 -0.99
H -0.7692 -0.7470 0.4804 0.380 -1.007 -0.452 0.51
H -0.6425 -0.9343 2.0488 0.298 -2.750 2.325 0.48
```
Forces are in eV/Å.

E_tot: -8318.8516 eV
relative energy (zero: lowest compared OMol25 entry of this formula, charge and spin): 42.1 kcal per mole
LUMO: 0.64 eV
SMILES string: O.O.O.O

***

4.
The following is a quantum chemistry calculation of C26H50EuNOP3 as an isolated structure, from the Open Molecules 2025 dataset.

Geometry as XYZ:
```
82
Properties=species:S:1:pos:R:3:forces:R:3:mulliken_spin:R:1
Eu -0.7543 0.2093 -0.4683 2.677 -0.561 2.822 6.35
P 1.7742 1.6821 0.3881 0.564 0.341 0.585 -0.02
P -1.2833 2.7874 -1.6930 -0.600 1.382 -0.262 -0.01
P 1.4982 -0.4457 -2.2893 0.448 -0.946 -0.879 -0.04
H -1.3409 -4.0879 0.2941 0.167 -0.288 -0.005 0.00
C -0.4705 -4.7442 0.1787 0.622 0.653 0.235 0.00
C 0.6886 -4.4195 0.7745 -0.329 -0.479 -0.334 0.00
H 0.8072 -3.5279 1.4031 -0.182 -0.372 -0.248 0.00
C 1.2332 2.6508 1.8507 -0.164 -0.076 0.073 0.00
C 2.8255 2.9691 -0.3972 -0.220 -0.009 -0.362 0.00
C 3.0438 0.5532 1.1159 -0.221 -0.185 0.035 0.00
C -2.9022 2.7101 -2.5539 -0.188 0.028 -0.058 0.00
C -1.6799 3.9861 -0.3547 0.011 -0.311 0.226 0.00
C -0.3302 3.8517 -2.8395 0.418 -0.474 -0.193 0.00
C 2.0809 -2.1316 -1.8623 -0.091 0.006 0.248 -0.01
C 3.0808 0.3944 -2.6846 -0.169 0.370 0.225 0.00
C 0.9054 -0.7343 -4.0003 -0.295 0.256 -0.049 0.00
H -0.5856 -5.6268 -0.4543 0.069 0.222 0.315 0.00
H 1.5671 -5.0728 0.6851 -0.388 0.341 0.028 0.00
H 0.9554 1.9846 2.6764 0.064 0.222 -0.085 0.00
H 0.3577 3.2603 1.5898 0.280 -0.072 0.205 0.00
H 2.0592 3.3068 2.1562 -0.324 -0.171 0.127 0.00
H 2.1893 3.6417 -0.9893 0.295 -0.063 0.169 0.00
H 3.5756 2.5243 -1.0610 -0.212 0.196 0.200 0.00
H 3.3225 3.5455 0.3954 -0.072 -0.187 -0.295 0.00
H 2.5975 -0.4338 1.3117 0.208 0.244 0.036 0.00
H 3.4098 0.9692 2.0661 0.011 -0.128 -0.343 0.00
H 3.8843 0.4117 0.4218 -0.237 0.084 0.264 0.00
H -3.3257 3.7250 -2.5830 0.005 -0.350 -0.078 0.00
H -3.6040 2.0487 -2.0218 0.019 0.269 -0.128 0.00
H -2.7823 2.3398 -3.5808 0.006 0.140 0.228 0.00
H -2.1507 4.8807 -0.7831 0.124 -0.216 0.092 0.00
H -0.7641 4.2758 0.1763 -0.274 0.001 -0.174 0.00
H -2.3705 3.5243 0.3661 0.137 0.231 -0.113 0.00
H -0.9895 4.6024 -3.2975 0.130 -0.212 0.221 0.00
H 0.1027 3.2236 -3.6306 -0.077 0.295 0.101 0.00
H 0.4886 4.3562 -2.3098 -0.258 -0.134 -0.138 0.00
H 2.5500 -2.5855 -2.7444 -0.043 0.074 0.234 0.00
H 1.2417 -2.7598 -1.5348 0.213 0.035 -0.112 0.00
H 2.8075 -2.0830 -1.0417 -0.118 -0.067 -0.170 0.00
H 3.5783 -0.1639 -3.4885 -0.112 0.106 0.253 0.00
H 3.7445 0.4554 -1.8141 -0.158 -0.083 -0.263 0.00
H 2.8647 1.4111 -3.0363 0.162 -0.199 0.006 0.00
H 1.7591 -1.0171 -4.6313 -0.287 0.047 0.122 0.00
H 0.4602 0.1932 -4.3844 0.123 -0.213 -0.100 0.00
H 0.1410 -1.5196 -4.0395 0.171 0.140 0.041 0.00
C -2.5878 -1.2930 -3.0347 -0.345 -0.383 -1.168 0.00
C -3.2648 -0.6231 -4.0476 0.319 -0.204 0.165 0.00
C -3.3864 -1.2548 -5.2888 -0.069 -0.072 0.236 0.00
C -2.8720 -2.5457 -5.4519 0.020 -0.089 -0.048 0.00
C -2.3165 -3.2439 -4.3729 -0.260 0.360 0.159 0.00
C -2.1918 -2.6183 -3.1243 0.038 0.119 -0.302 0.00
O -2.1986 -0.5951 -1.8765 -0.730 2.310 -0.049 -0.01
H -2.2314 0.4401 -2.0059 -1.089 -2.282 -1.197 0.00
H -3.6834 0.3602 -3.8332 0.139 -0.174 -0.335 0.00
H -3.8904 -0.7342 -6.1094 0.233 -0.295 0.308 0.00
H -2.9216 -3.0324 -6.4275 -0.058 0.172 0.313 0.00
H -1.9767 -4.2705 -4.4991 -0.115 0.243 0.031 0.00
H -1.7956 -3.1334 -2.2501 0.138 0.062 -0.237 0.00
C -4.8912 0.2211 2.7644 -0.070 0.180 0.216 0.00
N -5.1673 -1.1056 2.1445 0.233 -0.267 -0.058 0.00
C -6.5535 -1.1742 1.6051 -0.243 -0.122 -0.108 0.00
C -4.1059 -1.4981 1.1143 -0.511 -0.150 0.165 -0.02
C -2.7985 -1.6447 1.8339 0.066 -1.127 0.794 0.00
C -2.7023 -2.6265 2.8483 0.158 0.536 -0.365 -0.02
C -1.5460 -2.6953 3.6324 -0.024 -0.149 -0.038 0.01
C -0.4869 -1.8149 3.4120 0.274 0.503 -0.264 -0.01
C -0.5777 -0.8504 2.3768 0.040 -1.147 0.750 0.05
C -1.7129 -0.8298 1.5902 -0.053 1.633 -1.365 -0.24
H -4.9564 0.9886 1.9845 -0.020 -0.202 0.206 0.00
H -3.8945 0.2100 3.2129 -0.229 0.015 -0.098 0.00
H -5.6527 0.3937 3.5335 0.237 0.066 -0.209 0.00
H -5.0996 -1.8094 2.8958 0.014 0.280 -0.270 0.00
H -6.6913 -0.3758 0.8697 0.027 -0.173 0.167 0.00
H -6.6937 -2.1527 1.1363 -0.062 0.225 0.100 0.00
H -7.2514 -1.0501 2.4396 0.102 0.001 -0.271 0.00
H -4.4589 -2.4434 0.6755 0.111 0.276 0.102 0.00
H -4.1036 -0.7207 0.3383 0.018 -0.185 0.273 0.00
H -3.5269 -3.3327 3.0063 0.362 0.137 0.065 0.00
H -1.4693 -3.4547 4.4144 0.000 0.279 -0.265 0.00
H 0.4206 -1.8655 4.0236 -0.443 -0.020 -0.134 0.00
H 0.2512 -0.1436 2.2260 -0.109 -0.240 0.029 -0.01
```
Forces are in eV/Å.

total charge: +3
<S²>: 12.2513
E_tot: -78479.4160 eV
spin multiplicity: 7
relative energy (zero: lowest compared OMol25 entry of this formula, charge and spin): 0.0 kcal per mole
LUMO (alpha / beta): -10.27 / -8.51 eV